A molecular structure, C24H17ClF3N2O4PTi, computed with ωB97M-V with the def2-TZVPD basis set.

```
53
Properties=species:S:1:pos:R:3:forces:R:3:lowdin_spin:R:1
Ti -0.00621 -0.14299 0.16817 -0.094 0.329 -0.125 1.71
O 4.29585 0.44078 4.13710 0.275 0.253 -0.471 0.00
C 3.13292 0.46818 4.74944 -0.517 -0.354 0.087 0.00
O 3.02604 0.47020 5.95015 0.087 0.129 0.044 0.00
C 1.89642 0.41564 3.90588 0.285 0.063 -0.270 0.00
C 0.63165 0.45108 4.44776 -0.034 0.068 0.057 0.02
N -0.24027 0.36325 3.43281 0.044 -0.045 0.131 0.01
N 0.37443 0.27272 2.25609 0.296 0.034 0.039 0.01
C 1.67905 0.31460 2.51012 -0.048 0.090 0.102 0.02
C 2.59591 0.26891 1.30966 0.184 -0.107 -0.319 0.01
O 3.80701 0.16324 1.48289 -0.131 0.235 0.266 0.00
O 2.00115 0.32927 0.16760 -0.068 -0.229 0.448 0.02
H 4.20178 0.45690 3.14350 -0.023 -0.277 0.150 0.00
H 0.32936 0.54604 5.47656 -0.012 -0.003 -0.011 0.00
H -1.24017 0.43563 3.45894 -0.255 0.005 -0.067 0.00
Cl 0.07747 -0.45924 -2.39844 0.183 0.151 -0.087 0.04
C -1.19704 -1.53021 -2.91676 -0.190 -0.161 -0.060 0.01
C -1.51812 -1.53833 -4.26127 0.094 0.093 -0.067 0.00
C -2.51727 -2.38433 -4.71472 -0.044 -0.042 0.068 0.00
C -3.17968 -3.21408 -3.82239 0.019 0.007 0.026 0.00
C -2.84088 -3.19694 -2.47677 -0.010 -0.013 -0.051 0.00
C -1.83923 -2.35493 -1.99894 -0.044 -0.042 0.096 0.01
P -1.42061 -2.22626 -0.22635 0.033 0.026 -0.202 0.05
C -2.63352 -3.27657 0.60635 0.072 0.027 0.001 0.01
C -3.79633 -2.67016 1.07678 -0.006 -0.069 0.002 0.00
C -4.77588 -3.44106 1.68714 0.012 0.039 -0.015 0.00
C -4.58706 -4.80781 1.83971 0.020 -0.004 -0.001 0.00
C -3.42104 -5.41042 1.38423 0.026 0.023 -0.007 0.00
C -2.44228 -4.64670 0.76462 -0.053 -0.012 0.041 0.00
C 0.20444 -3.03803 -0.08238 -0.006 -0.008 0.140 0.01
C 0.87395 -2.87084 1.13828 -0.065 -0.028 -0.046 0.02
C 2.18846 -3.29326 1.28551 0.005 0.006 -0.016 0.00
C 2.84444 -3.88374 0.21723 -0.022 0.010 0.009 0.01
C 2.18086 -4.06914 -0.99000 0.016 -0.017 -0.019 0.00
C 0.87020 -3.64942 -1.14428 0.019 0.011 -0.002 0.01
H -0.99565 -0.87931 -4.94166 0.000 -0.006 0.015 0.00
H -2.78149 -2.38581 -5.76355 0.010 0.001 0.000 0.00
H -3.96341 -3.87266 -4.17189 0.001 0.000 0.012 0.00
H -3.36499 -3.83969 -1.78154 -0.009 -0.008 -0.009 0.00
H -3.92569 -1.59994 0.95999 -0.034 0.005 0.021 0.00
H -5.68239 -2.97384 2.04875 0.004 0.000 0.001 0.00
H -5.34862 -5.40595 2.32286 -0.001 -0.001 -0.003 0.00
H -3.27368 -6.47483 1.51277 -0.003 0.005 0.000 0.00
H -1.52836 -5.10874 0.40990 -0.018 -0.011 0.003 0.00
H 0.35694 -2.42088 1.98022 0.000 -0.023 0.006 0.01
H 2.70144 -3.14868 2.22749 -0.010 0.010 0.000 0.00
H 3.87462 -4.19574 0.32395 -0.001 -0.001 -0.011 0.00
H 2.69353 -4.53411 -1.82198 0.003 -0.002 0.006 0.00
H 0.36694 -3.78238 -2.09417 0.010 -0.002 0.000 0.00
F -1.05622 2.77932 0.26505 -0.070 -0.256 0.006 0.00
C -1.51558 1.49598 0.09113 -0.266 0.202 0.044 0.01
F -2.39422 1.60120 -0.96894 0.171 -0.097 0.235 0.01
F -2.38153 1.30544 1.20203 0.162 -0.002 -0.193 0.01
```
Forces are in eV/Å.

Calculated values
spin multiplicity: 3
<S²>: 2.01
HOMO (alpha / beta): -7.13 / -9.37 eV
LUMO energy (alpha / beta): -0.023 / -0.107 eV
gap between HOMO and LUMO (alpha / beta): 7.1 / 9.3 eV
largest force on an atom: 0.6 eV Å⁻¹

---

A molecular structure, C24H27AuClIO3P2, computed with ωB97M-V with the def2-TZVPD basis set.

```
59
Properties=species:S:1:pos:R:3:forces:R:3:lowdin_spin:R:1
C -1.51280 3.48276 -0.76813 1.984 0.430 0.080 0.01
C -1.63398 2.15535 -1.41771 -5.800 -0.520 -0.646 0.02
H -2.46648 4.03852 -0.81455 0.378 -0.417 0.088 0.00
H -0.65472 3.97005 -1.32118 -1.198 0.162 0.795 0.00
H -1.11721 3.24218 0.25206 -0.536 0.566 -0.507 0.00
O -2.58819 1.56207 -1.78284 4.217 1.168 0.900 0.03
I 1.75287 -0.27922 -3.47147 1.195 -1.218 -0.521 0.65
Au 0.76407 1.95386 -1.37969 0.598 -1.313 -0.602 0.25
P 1.46312 2.96201 -3.69611 0.906 1.727 -2.405 0.36
C 1.12927 2.44178 -5.43865 -0.749 -0.761 -0.462 0.07
C 0.77116 4.64761 -3.71124 -0.536 0.402 0.414 0.05
H 3.65427 3.70768 -2.96135 -0.096 -0.111 -0.284 0.00
H 3.47584 3.82490 -4.73958 -0.365 -0.291 0.270 0.01
H 3.76581 2.24221 -3.94745 -0.146 0.262 -0.024 0.01
C 3.25147 3.20956 -3.84989 0.687 -0.110 0.656 0.04
H 1.08386 5.20576 -2.82039 0.063 -0.142 -0.146 0.00
H 1.07920 5.21925 -4.60883 0.037 -0.512 0.372 0.01
H 1.50195 3.21183 -6.14894 -0.175 -0.172 0.738 0.01
H 0.04993 2.29929 -5.62698 0.393 0.128 0.107 0.00
H -0.33045 4.62060 -3.71138 0.297 -0.064 -0.079 0.00
H 1.61441 1.48767 -5.71743 -0.141 0.581 0.308 0.01
C -0.19739 0.35588 -2.23942 -1.256 -3.756 0.902 0.04
O -0.74410 -0.67291 -2.32122 0.882 3.337 0.173 0.23
Cl 2.50747 3.22007 -0.65096 -0.592 0.024 0.406 0.14
O 0.88834 -1.02253 0.11490 -0.803 0.532 0.012 0.02
P 0.05759 -1.55308 1.27233 0.557 -0.386 -0.132 0.00
C -0.10721 -0.32113 2.61064 0.322 -0.454 -0.138 0.00
C 0.40910 -0.59829 3.88129 0.096 0.075 0.269 0.00
C 0.41677 0.39718 4.86380 0.021 0.157 -0.348 0.00
C -0.02045 1.69108 4.55213 0.039 -0.051 0.194 0.00
C -0.55036 1.97088 3.28972 0.209 -0.603 -0.142 0.00
C -0.60299 0.94962 2.33397 -0.008 0.794 0.033 0.00
C -1.61406 -2.07481 0.78116 -0.022 -0.108 0.675 0.00
C -2.52955 -1.09093 0.41255 -0.361 0.280 -0.845 0.01
C -3.68631 -1.43409 -0.29474 0.057 -0.158 0.170 0.01
C -4.04377 -2.78174 -0.39411 -0.175 -0.089 -0.502 0.00
C -3.21073 -3.77562 0.13366 -0.097 0.572 -0.037 0.01
C -1.98833 -3.42802 0.70876 0.117 -0.129 -0.220 0.00
C 0.81059 -3.03643 1.96172 0.473 0.523 -0.229 0.00
C 0.16184 -3.68056 3.01294 1.036 -0.668 -0.068 0.00
C 0.77431 -4.78678 3.59959 -0.009 -0.168 0.142 0.00
C 1.99435 -5.27047 3.10637 -0.127 0.352 -0.252 0.00
C 2.63179 -4.61560 2.04255 -0.172 0.142 0.023 0.00
C 2.06480 -3.46513 1.47906 -0.493 -0.249 0.514 0.00
H 0.85324 -1.57979 4.10756 -0.357 0.618 -0.134 0.00
H 0.81229 0.15905 5.85259 -0.103 0.197 -0.301 0.00
H 0.07955 2.49208 5.29217 -0.163 -0.365 -0.261 0.00
H -0.89163 2.97048 3.03004 0.025 -0.139 0.186 0.00
H -1.00618 1.19414 1.33855 0.250 -0.204 0.414 0.00
H -2.37205 -0.02786 0.63749 0.196 -0.548 -0.257 0.00
H -4.26281 -0.64655 -0.79593 -0.083 -0.419 0.540 0.00
H -4.97214 -3.06860 -0.91867 0.622 0.195 0.356 0.00
H -3.49772 -4.81611 0.04965 -0.002 0.046 0.105 0.00
H -1.34226 -4.22880 1.10245 -0.264 0.594 -0.432 0.00
H -0.77948 -3.31353 3.37318 -0.347 0.050 0.188 0.00
H 0.29803 -5.27235 4.45653 0.181 0.099 -0.370 0.00
H 2.45018 -6.15481 3.55425 -0.137 0.286 -0.130 0.00
H 3.57692 -4.99042 1.64780 -0.240 0.085 0.210 0.00
H 2.57897 -2.89924 0.69739 -0.286 -0.259 0.235 0.00
```
Forces are in eV/Å.

Calculated values
spin multiplicity: 3
charge: +2
<S²>: 2.02
HOMO (alpha / beta): -13.62 / -13.62 eV
LUMO energy (alpha / beta): -9.436 / -10.655 eV
gap between HOMO and LUMO (alpha / beta): 4.2 / 3.0 eV
largest force on an atom: 5.9 eV Å⁻¹

---

A molecular structure, C16H12N6OSe4Ti, computed with ωB97M-V with the def2-TZVPD basis set.

```
40
Properties=species:S:1:pos:R:3:forces:R:3:lowdin_charge:R:1
Ti 0.66315 1.19185 -0.17855 0.028 -0.067 -0.083 0.51
C 0.94771 -1.09662 -3.92063 0.008 -0.011 0.018 -0.06
C 0.60930 -0.10276 -2.85216 -0.002 -0.018 -0.060 -0.30
N 1.08427 -0.17109 -1.56861 0.039 -0.018 0.034 -0.11
N 1.93910 -1.22475 -1.27240 -0.026 0.020 -0.033 0.09
C 2.28053 -1.08816 -0.03805 0.004 -0.004 0.049 -0.43
O 1.81681 -0.09026 0.67124 0.006 -0.016 0.016 -0.22
C 3.18937 -2.03916 0.63660 -0.024 0.035 -0.012 -0.13
C 3.46176 -1.85975 1.99048 0.013 -0.014 0.018 -0.01
C 4.30957 -2.74396 2.64490 -0.008 0.011 -0.010 -0.09
C 4.88845 -3.80235 1.95891 0.002 -0.002 -0.006 -0.12
C 4.61598 -3.97868 0.60571 0.000 -0.003 0.006 -0.11
C 3.76993 -3.10217 -0.05283 0.004 -0.005 -0.004 -0.04
C -0.20209 0.98422 -3.02518 -0.057 0.066 -0.004 -0.25
C -0.88508 1.37147 -4.22605 0.062 -0.055 0.055 -0.05
C -1.69187 2.45593 -4.23134 -0.034 0.052 0.017 -0.12
C -1.85599 3.21764 -3.02749 -0.025 0.011 -0.048 -0.11
C -1.17314 2.83687 -1.91868 0.040 -0.049 -0.011 -0.18
N -0.34285 1.75896 -1.87264 -0.008 0.026 -0.008 -0.11
H 1.61170 -1.85621 -3.51613 -0.004 0.002 0.003 0.05
H 1.44931 -0.62039 -4.76923 0.002 0.001 -0.001 0.07
H 0.05132 -1.59358 -4.30494 0.001 -0.003 -0.002 0.07
H 2.99859 -1.02923 2.51342 0.002 -0.001 0.001 0.07
H 4.51566 -2.60019 3.69874 0.000 0.001 0.000 0.10
H 5.55016 -4.48950 2.47406 0.001 -0.001 -0.002 0.08
H 5.06590 -4.80334 0.06455 0.000 -0.001 0.002 0.09
H 3.54499 -3.22226 -1.10455 0.000 -0.001 0.001 0.10
H -0.74397 0.77227 -5.11731 -0.002 -0.001 -0.001 0.09
H -2.21422 2.74804 -5.13511 0.000 0.001 0.002 0.08
H -2.50189 4.08378 -2.99165 -0.001 -0.004 -0.006 0.08
H -1.25812 3.39941 -0.99508 0.008 -0.005 0.007 0.10
Se 2.21493 3.13232 -0.74750 -0.051 0.035 -0.010 0.01
Se 2.98354 3.36239 1.46703 0.005 0.006 -0.010 -0.10
Se 0.89558 2.56615 2.28371 0.040 -0.067 0.083 -0.20
Se 1.38885 1.16882 4.05320 -0.028 0.034 -0.020 -0.25
N -5.40345 -0.62471 0.58493 -0.003 0.005 -0.003 0.04
C -4.43308 -0.17642 1.03765 0.001 0.007 0.028 -0.44
N -3.39895 0.34061 1.67183 0.001 0.066 -0.061 0.06
C -2.27955 0.54884 1.07767 -0.012 -0.180 0.030 -0.31
N -1.21963 0.75207 0.63596 0.019 0.150 0.025 0.06
```
Forces are in eV/Å.

Calculated values
charge: -2
HOMO (alpha / beta): -0.85 / -0.85 eV
LUMO energy (alpha / beta): 4.585 / 4.585 eV
gap between HOMO and LUMO (alpha / beta): 5.4 / 5.4 eV
largest force on an atom: 0.2 eV Å⁻¹

---

2 unconnected molecules or ions with the total composition C3H11NOSi, computed with ωB97M-V with the def2-TZVPD basis set.

```
17
Properties=species:S:1:pos:R:3:forces:R:3:lowdin_charge:R:1
C 1.63472 1.19068 0.50850 -1.536 1.288 1.323 -0.22
C 2.67270 -0.39835 -0.98616 1.000 0.870 2.016 -0.14
C -3.48573 -1.26191 0.75467 -0.533 0.414 -1.113 -0.16
N 1.42574 0.07929 -0.36138 1.329 -0.734 0.840 -0.20
O -2.78306 -0.29441 -0.00813 0.159 -0.635 -0.239 -0.54
Si -1.75560 0.91801 0.35108 -0.296 0.013 0.454 0.75
H 0.60004 1.55288 0.80305 1.178 -0.055 -0.295 -0.02
H 2.09068 1.03177 1.49682 0.328 -0.529 -0.483 0.08
H 2.13239 2.01961 0.00881 0.317 0.323 0.024 0.07
H 2.48061 -1.12059 -1.72517 -0.404 -0.788 -1.122 0.04
H 3.34853 0.44283 -1.43528 -1.061 -1.311 0.872 0.10
H 3.23518 -0.99293 -0.14498 -0.669 1.391 -1.562 0.11
H -4.08704 -1.80681 -0.05153 0.527 0.366 1.750 0.11
H -4.08284 -0.70672 1.48821 -0.351 -0.585 -0.086 0.07
H -2.76975 -1.89824 1.27997 -0.268 -0.211 -0.186 0.08
H -1.31594 0.85555 -1.07374 0.513 0.581 -0.536 -0.12
H 0.65935 0.38935 -0.90475 -0.233 -0.397 -1.657 0.00
```
Forces are in eV/Å.

Calculated values
HOMO: -8.31 eV
LUMO energy: 0.029 eV
gap between HOMO and LUMO: 8.3 eV
largest force on an atom: 2.4 eV Å⁻¹

---

A molecular structure, C21H28CrN3O2, computed with ωB97M-V with the def2-TZVPD basis set.

```
55
Properties=species:S:1:pos:R:3:forces:R:3:lowdin_spin:R:1
O -0.62579 -0.11828 -1.13857 -0.125 1.270 -0.002 0.00
C 0.58406 0.09091 -1.89484 0.972 -1.154 -0.177 0.00
C 0.10018 1.39775 -2.54980 0.003 -0.176 0.487 0.00
H 0.73234 -0.73211 -2.63399 0.095 1.318 1.852 0.00
H 1.44296 0.13314 -1.21199 0.022 0.510 -0.085 0.00
C -1.12285 1.18352 -1.61551 0.172 0.309 0.135 0.00
H -0.13667 1.41405 -3.62148 0.202 -0.211 0.580 0.00
H 0.74495 2.25690 -2.29566 -0.570 -0.175 -0.194 0.00
C -2.49474 0.93428 -2.22162 -0.199 0.145 0.027 0.00
H -2.49944 -0.02342 -2.76198 0.078 0.243 0.280 0.00
H -2.81019 1.70080 -2.93484 0.136 0.166 0.161 0.00
H -3.24273 0.89915 -1.41248 0.173 -0.131 -0.305 0.00
C -1.07042 2.27956 -0.55854 -0.622 0.547 0.701 0.00
H -0.05202 2.50330 -0.19700 -0.299 -0.246 -0.416 0.00
H -1.65035 2.05715 0.34699 0.157 0.034 -0.792 0.00
H -1.48436 3.23007 -0.95331 0.245 -0.485 -0.055 0.00
Cr 0.11729 0.27337 3.47248 -0.083 -0.932 0.338 2.79
C 0.97741 2.17647 4.08966 1.223 -0.173 -0.609 -0.01
C 1.95958 1.12421 4.16085 -0.019 0.925 -0.749 -0.01
C 2.15892 0.60422 2.82645 -0.151 1.088 0.218 0.00
H 2.46323 0.80685 5.06813 -0.255 -0.126 -0.298 0.00
C 1.30826 1.34739 1.93797 0.762 0.956 0.825 -0.02
C 0.63164 2.35584 2.71385 0.638 -0.280 -0.203 0.03
H 0.04582 3.19090 2.32277 -0.122 -0.685 0.133 0.00
H 0.63033 2.77410 4.92860 0.026 -0.230 -0.249 0.00
H 2.89308 -0.14350 2.52772 -0.523 0.049 0.221 0.00
H 1.29690 1.24832 0.85281 -0.237 -0.149 0.468 0.00
C -1.92191 -0.39981 4.42967 -0.180 -0.723 -1.069 0.02
C -2.03503 0.89403 3.81588 -0.358 -0.624 -0.940 -0.01
C -1.86815 0.70833 2.40848 -0.846 -0.360 0.489 0.05
H -2.29513 1.83210 4.31097 0.082 -0.439 -0.195 0.00
C -1.50096 -0.66095 2.14660 -0.630 0.519 0.969 -0.02
C -1.62488 -1.35942 3.39909 -1.104 0.887 0.335 0.07
H -1.59853 -2.44021 3.52869 0.458 0.441 0.051 0.00
H -2.13834 -0.61502 5.47645 0.437 0.025 -0.357 0.00
H -2.16348 1.43625 1.66428 0.555 -0.197 0.480 0.00
H -1.28585 -1.08470 1.16192 -0.109 0.209 0.427 0.00
O 0.44528 -1.30172 -4.00889 0.106 -1.251 -3.471 0.00
C 0.08550 -0.48732 -5.13343 -0.146 0.761 -0.347 0.00
C 0.56345 -1.13120 -6.43999 -0.663 0.043 0.268 0.00
H 0.53725 0.51651 -5.10243 0.092 -0.403 0.457 0.00
H -0.99724 -0.33589 -5.10274 0.060 -0.094 -0.014 0.00
C 1.50635 -2.23670 -5.99222 0.202 -0.064 0.274 0.00
H 1.05953 -0.38334 -7.05953 -0.085 -0.141 -0.044 0.00
H -0.30726 -1.51289 -6.97783 0.241 -0.096 -0.110 0.00
C 1.34628 -2.33243 -4.47092 -0.014 -0.423 0.629 0.00
H 2.53784 -1.99830 -6.24437 0.007 -0.081 -0.068 0.00
H 1.24036 -3.18240 -6.44788 0.121 -0.155 -0.146 0.00
H 2.30544 -2.24030 -3.93953 -0.186 0.180 -0.145 0.00
H 0.92227 -3.29461 -4.16139 -0.007 0.137 -0.106 0.00
N 0.78641 -1.23312 4.53687 0.503 -1.504 1.559 0.01
C 1.08885 -2.06536 5.32629 -0.182 0.884 -1.159 0.03
N 1.51716 -3.04972 5.98616 0.093 0.007 -0.506 0.03
C 1.45287 -3.33394 7.25762 -0.156 -0.616 2.581 0.00
N 1.44449 -3.67282 8.38549 0.010 0.671 -2.132 0.01
```
Forces are in eV/Å.

Calculated values
spin multiplicity: 4
<S²>: 3.81
HOMO (alpha / beta): -7.26 / -7.91 eV
LUMO energy (alpha / beta): -0.033 / -0.183 eV
gap between HOMO and LUMO (alpha / beta): 7.2 / 7.7 eV
largest force on an atom: 3.7 eV Å⁻¹

---

2 unconnected molecules or ions with the total composition C4H2Cl3NO, computed with ωB97M-V with the def2-TZVPD basis set.

```
11
Properties=species:S:1:pos:R:3:forces:R:3:lowdin_charge:R:1
C 0.20356 -1.43308 -0.79826 0.075 -0.602 -1.144 -0.35
C 1.60543 0.82850 0.28771 -0.901 -2.591 -1.033 -0.76
C -1.30112 0.30696 0.05860 -1.210 -0.495 -2.712 -0.53
C -0.17988 -0.61609 0.31474 3.423 1.532 -0.467 -0.85
N 0.45328 -2.16248 -1.66140 -0.068 0.722 0.667 0.19
O 2.50546 0.62820 -0.43888 -1.098 0.425 0.978 0.07
Cl 1.35757 2.00736 1.48992 0.020 0.309 0.282 0.72
Cl -0.77915 1.47450 -1.27380 -0.254 -0.247 0.749 0.58
Cl -0.10633 -1.60990 1.70879 -0.402 0.148 1.010 0.74
H -2.04597 -0.30101 -0.56670 0.356 0.974 1.523 0.11
H -1.71286 0.87705 0.87931 0.059 -0.176 0.147 0.08
```
Forces are in eV/Å.

Calculated values
HOMO (alpha / beta): -9.41 / -9.41 eV
LUMO energy (alpha / beta): -1.191 / -1.192 eV
gap between HOMO and LUMO (alpha / beta): 8.2 / 8.2 eV
largest force on an atom: 3.8 eV Å⁻¹